Entry A
{
  "formula": "C13H19N",
  "method": "ωB97M-V/def2-TZVPD",
  "homo_lumo_gap_ev": 8.679,
  "e_homo_ev": -7.76,
  "species": ["C", "C", "C", "H", "H", "H", "H", "H", "H", "H", "H", "C", "C", "C", "C", "C", "C", "C", "C", "C", "C", "N", "H", "H", "H", "H", "H", "H", "H", "H", "H", "H", "H"],
  "xyz": [[1.0458, -3.7342, -1.9886], [2.2053, -2.8956, -1.3881], [-0.2991, -3.0261, -1.7385], [1.2006, -4.0289, -3.0210], [1.0222, -4.6260, -1.3572], [3.0914, -2.8720, -2.0197], [-1.0402, -3.3799, -2.4586], [-0.7249, -3.0220, -0.7346], [2.5121, -3.3589, -0.4499], [1.8202, -1.8961, -1.1910], [-0.1985, -1.9475, -1.9107], [-2.7617, 1.0320, -0.2576], [-3.7389, 2.0292, 0.3040], [-1.3209, 1.4110, -0.0280], [-0.7350, 2.5355, -0.5401], [-0.2765, 0.6068, 0.4900], [0.9050, 1.3285, 0.3933], [-0.2351, -0.3850, 1.5328], [2.1453, 1.0020, 0.9362], [0.9604, -0.7590, 2.0828], [2.1695, -0.0967, 1.7488], [0.6189, 2.5375, -0.2752], [-2.8954, 0.0295, 0.1695], [-2.9523, 0.8606, -1.3176], [-3.3248, 2.9870, 0.6329], [-1.2522, 3.3052, -1.0907], [1.3594, 3.1584, -0.5671], [-1.2020, -0.8115, 1.7727], [3.0650, 1.5410, 0.7489], [1.0466, -1.6626, 2.6746], [3.0899, -0.4642, 2.1758], [-4.4027, 1.8248, 1.1529], [-4.4515, 2.3670, -0.4630]],
  "mulliken_charge": [-0.233, -0.728, -1.100, 0.362, 0.179, 0.314, 0.361, 0.295, 0.255, 0.042, 0.256, -0.360, -1.216, 0.121, -0.658, 0.619, 0.204, -0.315, -0.994, -0.687, -0.357, -0.040, 0.276, 0.357, 0.361, 0.445, 0.193, 0.343, 0.346, 0.337, 0.398, 0.334, 0.288]
}

Entry B
{
  "formula": "C13H19N",
  "method": "ωB97M-V/def2-TZVPD",
  "homo_lumo_gap_ev": 8.817,
  "e_homo_ev": -7.89,
  "species": ["C", "C", "C", "C", "C", "C", "C", "C", "C", "C", "C", "C", "C", "N", "H", "H", "H", "H", "H", "H", "H", "H", "H", "H", "H", "H", "H", "H", "H", "H", "H", "H", "H"],
  "xyz": [[-3.6736, -1.0067, -0.4729], [-4.1305, 1.2535, 0.1338], [-2.3284, -0.7129, -0.5779], [-2.7935, 1.5677, 0.0106], [-4.5954, -0.0346, -0.1100], [-1.8663, 0.5827, -0.3366], [0.4819, 0.4636, 0.0043], [3.3175, 0.1378, 0.1036], [-6.0524, -0.3619, 0.0277], [0.3933, -0.4625, 1.1896], [1.9404, 0.8737, -0.3630], [3.4553, -1.2079, -0.5928], [4.4671, 1.0663, -0.2515], [-0.5639, 0.9446, -0.5773], [-4.0121, -2.0141, -0.6736], [-4.8327, 2.0264, 0.4143], [-1.6229, -1.4780, -0.8714], [-2.4450, 2.5729, 0.1926], [-6.3144, -1.2293, -0.5746], [-6.2920, -0.5878, 1.0679], [-6.6686, 0.4795, -0.2825], [1.0468, -0.1142, 1.9860], [0.7198, -1.4614, 0.9061], [-0.6275, -0.5253, 1.5632], [2.0255, 1.8973, 0.0108], [1.9812, 0.9462, -1.4512], [3.2851, -0.0094, 1.1863], [3.5169, -1.0744, -1.6714], [2.6028, -1.8485, -0.3792], [4.3558, -1.7172, -0.2549], [4.4680, 1.2842, -1.3173], [5.4153, 0.5980, 0.0028], [4.3940, 2.0059, 0.2911]],
  "mulliken_charge": [-0.654, -0.663, 0.060, -0.601, 0.771, 0.048, 0.750, 0.865, -1.413, -1.393, -0.848, -1.376, -1.588, -0.631, 0.331, 0.353, 0.419, 0.423, 0.352, 0.273, 0.375, 0.374, 0.275, 0.445, 0.256, 0.390, 0.221, 0.319, 0.316, 0.395, 0.336, 0.426, 0.395]
}

Most stable: entry B. Least stable: entry A.

Entry A
{
  "formula": "C2H12NO3",
  "method": "ωB97M-V/def2-TZVPD",
  "homo_lumo_gap_ev": [2.985, 11.414],
  "s2": 0.750,
  "multiplicity": 2,
  "e_homo_ev": [-2.53, -11.08],
  "species": ["C", "O", "C", "N", "H", "H", "H", "H", "H", "H", "H", "H", "H", "H", "O", "H", "H", "O"],
  "xyz": [[1.8283, -0.5714, 0.7415], [1.2273, -1.8599, 0.9068], [0.7286, 0.4632, 0.9080], [-0.2592, 0.2103, -0.2059], [2.5858, -0.4386, 1.5103], [2.1819, -0.5365, -0.2913], [1.6554, -2.4794, 0.2815], [1.0555, 1.4973, 0.8192], [0.2134, 0.2964, 1.8492], [0.0160, 0.5659, -1.1458], [-0.3334, -0.8151, -0.3009], [-1.1661, 0.6311, 0.0165], [-2.2592, 1.7291, 2.1182], [-3.5094, 1.6390, 1.2676], [-2.5530, 1.4846, 1.2068], [-0.6328, -0.7284, -3.5490], [-0.0402, 0.6555, -3.7369], [-0.3612, 0.0430, -3.0524]],
  "mulliken_charge": [-1.064, -0.408, -1.161, -0.662, 0.383, 0.700, 0.274, 0.634, 0.357, 0.613, 0.369, 0.489, 0.314, 0.395, -0.854, 0.481, 0.447, -1.311]
}

Entry B
{
  "formula": "C2H12NO3",
  "method": "ωB97M-V/def2-TZVPD",
  "homo_lumo_gap_ev": [5.437, 9.610],
  "s2": 0.753,
  "multiplicity": 2,
  "e_homo_ev": [-5.02, -9.20],
  "species": ["C", "C", "N", "H", "H", "H", "H", "H", "H", "H", "H", "O", "H", "H", "O", "H", "H", "O"],
  "xyz": [[-2.6823, -0.5996, -1.7175], [-1.2696, -0.6983, 0.2765], [-1.3511, -0.3202, -0.9907], [-3.0473, 0.2694, -2.2033], [-2.4918, -1.3795, -2.5821], [-3.4328, -1.0806, -0.8788], [-2.1836, -0.4502, 0.9636], [-0.3701, -0.8565, 0.8683], [-0.3677, -0.1538, -1.5269], [3.0676, -0.9256, 3.3451], [3.2151, 0.5071, 3.9278], [2.6637, -0.0281, 3.4542], [0.5535, 0.8706, -3.9341], [1.7362, 0.4832, -2.9888], [0.7569, 0.1898, -3.2737], [1.4297, 0.9554, 1.2107], [1.1476, 0.8323, 2.8196], [0.8185, 1.2080, 1.8895]],
  "mulliken_charge": [-0.746, -0.635, -0.019, 0.285, 0.193, 0.298, 0.139, 0.337, 0.197, 0.304, 0.286, -0.612, 0.321, 0.335, -0.691, 0.271, 0.386, -0.648]
}

Most stable: entry A. Least stable: entry B.

Entry A
{
  "formula": "CH12N2O4",
  "method": "ωB97M-V/def2-TZVPD",
  "homo_lumo_gap_ev": 9.775,
  "e_homo_ev": -9.69,
  "species": ["N", "C", "N", "H", "H", "H", "H", "H", "H", "O", "H", "H", "O", "H", "H", "O", "H", "H", "O"],
  "xyz": [[-1.6540, -0.0306, -0.0803], [-0.7013, -1.0202, -0.0659], [0.2729, -0.8863, 0.7526], [-1.4122, 0.8064, 0.4238], [-2.3793, -0.0045, -0.7793], [-0.7843, -1.8262, -0.7751], [0.9488, -1.6221, 0.5731], [1.0652, 1.4857, -1.6682], [0.1002, 1.7538, -2.8133], [0.8887, 1.2426, -2.5792], [-1.0030, 0.1515, 2.4808], [-1.1650, 1.6898, 2.8393], [-1.4569, 0.8037, 3.0440], [1.2426, 0.0264, 2.2710], [2.2793, 1.0762, 2.0165], [2.0035, 0.4488, 2.6939], [0.2968, -1.9927, -3.1998], [0.7232, -0.5738, -2.6694], [0.7350, -1.5286, -2.4645]],
  "mulliken_charge": [-0.401, 0.028, -0.591, 0.184, 0.207, 0.419, 0.177, 0.310, 0.334, -0.707, 0.278, 0.327, -0.659, 0.419, 0.288, -0.663, 0.321, 0.385, -0.656]
}

Entry B
{
  "formula": "CH12N2O4",
  "method": "ωB97M-V/def2-TZVPD",
  "homo_lumo_gap_ev": 10.448,
  "e_homo_ev": -9.86,
  "species": ["N", "C", "N", "H", "H", "H", "H", "H", "H", "O", "H", "H", "O", "H", "H", "O", "H", "H", "O"],
  "xyz": [[0.4284, 0.9808, -2.3017], [-0.7227, 0.2865, -2.0893], [-1.6406, 0.7104, -1.2434], [0.4355, 1.9547, -2.2439], [1.3751, 0.5306, -2.2897], [-0.9544, -0.6166, -2.8193], [-2.4214, 0.5740, -1.8281], [1.5619, 0.2302, 3.4226], [3.0466, 0.6178, 3.4129], [2.2521, 0.5134, 2.7775], [-0.9022, -2.5696, -0.5597], [-1.8010, -1.4293, -0.2917], [-1.7678, -2.4206, -0.0522], [-1.0231, 1.7382, 0.9284], [-1.9409, 0.9675, 1.8294], [-1.0841, 1.2710, 1.8483], [1.9773, -1.3775, 1.2325], [1.5281, -0.4979, 0.0389], [1.6532, -1.4636, 0.2284]],
  "mulliken_charge": [-0.384, 0.017, -0.597, 0.217, 0.241, 0.298, 0.237, 0.332, 0.317, -0.658, 0.313, 0.353, -0.660, 0.321, 0.283, -0.628, 0.352, 0.270, -0.624]
}

Most stable: entry A. Least stable: entry B.

Entry A
{
  "formula": "C4H10NOP",
  "method": "ωB97M-V/def2-TZVPD",
  "homo_lumo_gap_ev": 10.038,
  "e_homo_ev": -9.10,
  "species": ["C", "C", "C", "C", "N", "O", "P", "H", "H", "H", "H", "H", "H", "H", "H", "H", "H"],
  "xyz": [[0.2641, -0.7964, 0.3706], [2.5889, -0.9545, -0.1864], [-1.0070, 1.4994, -0.1689], [-1.1696, 0.1463, 0.5717], [1.3341, -0.2549, 0.0523], [-0.0487, 2.2418, 0.5311], [-2.6204, -0.9553, 0.0049], [-0.2181, -1.8104, 0.5641], [2.3698, -1.9769, 0.2391], [3.4872, -0.4223, 0.2626], [2.6304, -1.1986, -1.2880], [-1.9320, 2.1008, -0.2215], [-0.7159, 1.5606, -1.2554], [-1.1314, 0.2122, 1.7285], [0.9470, 1.9052, 0.5293], [-1.7871, -1.4109, -1.0155], [-2.9914, 0.1138, -0.7186]],
  "mulliken_charge": [-0.214, -0.743, -0.460, -0.221, -0.221, -0.608, 0.005, 0.311, 0.257, 0.250, 0.275, 0.337, 0.287, 0.347, 0.344, 0.042, 0.013]
}

Entry B
{
  "formula": "C4H10NOP",
  "method": "ωB97M-V/def2-TZVPD",
  "homo_lumo_gap_ev": 9.833,
  "e_homo_ev": -9.41,
  "species": ["C", "C", "C", "C", "N", "O", "P", "H", "H", "H", "H", "H", "H", "H", "H", "H", "H"],
  "xyz": [[0.4096, -1.6250, -0.4985], [-0.5653, -1.6757, -1.6607], [0.4226, -2.5441, 0.7270], [-0.8199, 3.5615, 1.3159], [1.3159, -0.7655, -0.5026], [1.2842, 1.6548, -0.8484], [2.0942, 0.5079, -1.2124], [-1.5307, -1.8883, -1.2806], [-0.2183, -2.4531, -2.3120], [-0.5043, -0.6380, -2.0171], [-0.6301, -2.8831, 1.0494], [1.0277, -2.2153, 1.5247], [1.0310, -3.4103, 0.3952], [-1.6946, 2.8676, 1.5184], [-1.0920, 4.4520, 0.7615], [-0.0708, 2.9263, 0.9087], [-0.4591, 4.1282, 2.1316]],
  "mulliken_charge": [0.764, -1.051, -1.042, -0.871, -0.158, -0.365, -0.010, 0.338, 0.270, 0.308, 0.277, 0.381, 0.269, 0.196, 0.248, 0.156, 0.290]
}

Entry C
{
  "formula": "C4H10NOP",
  "method": "ωB97M-V/def2-TZVPD",
  "homo_lumo_gap_ev": 9.470,
  "e_homo_ev": -8.61,
  "species": ["C", "C", "C", "C", "N", "O", "P", "H", "H", "H", "H", "H", "H", "H", "H", "H", "H"],
  "xyz": [[-0.8139, -0.5016, 0.4231], [0.1961, -1.0739, 1.1253], [-2.2223, -0.6527, 0.7779], [1.4297, 1.5622, -0.1820], [-0.7130, 0.0448, -0.8695], [1.8012, -0.6090, -2.0672], [0.4882, 0.9298, -1.6829], [1.2066, -1.1485, 0.6606], [2.6197, -0.1970, -1.9595], [0.2424, -1.5900, 2.0888], [-2.8258, -0.6801, -0.0658], [-2.4012, 0.2077, 1.4936], [-2.3512, -1.5257, 1.4412], [1.4454, 2.6294, -0.3950], [0.9689, 1.3678, 0.7076], [2.4169, 1.2028, -0.0574], [-1.4876, 0.0342, -1.4388]],
  "mulliken_charge": [0.702, -0.781, -1.295, -1.133, -0.234, -0.673, 0.216, 0.316, 0.273, 0.304, 0.416, 0.220, 0.309, 0.345, 0.401, 0.355, 0.260]
}

Most stable: entry B. Least stable: entry A.

Entry A
{
  "formula": "C22H25N3O5S",
  "method": "ωB97M-V/def2-TZVPD",
  "homo_lumo_gap_ev": 8.980,
  "e_homo_ev": -8.55,
  "species": ["C", "C", "C", "C", "C", "C", "C", "O", "C", "C", "H", "H", "C", "C", "O", "N", "C", "C", "C", "C", "C", "C", "H", "H", "S", "O", "O", "N", "C", "C", "C", "N", "O", "C", "H", "H", "H", "C", "H", "H", "H", "H", "H", "H", "H", "H", "H", "H", "H", "H", "H", "H", "H", "H", "H", "H"],
  "xyz": [[1.0125, -1.6586, 1.1036], [-0.4820, -1.5884, 1.1014], [-1.1627, -0.4938, 1.6013], [-2.5484, -0.4555, 1.6189], [-3.2647, -1.5330, 1.1402], [-2.6057, -2.6409, 0.6272], [-1.2194, -2.6736, 0.5978], [-0.4646, -3.7010, 0.0995], [-1.0674, -4.8790, -0.3771], [-1.6450, -4.7587, -1.7936], [-2.5076, -4.0893, -1.7873], [-1.9977, -5.7466, -2.0962], [-0.5963, -4.2725, -2.7982], [-0.0313, -2.8993, -2.4671], [1.1480, -2.6912, -2.3199], [-0.9991, -1.9276, -2.4179], [-0.8886, -0.6273, -1.9391], [0.3432, -0.0113, -1.7182], [0.3881, 1.2476, -1.1508], [-0.7861, 1.8981, -0.8299], [-2.0150, 1.3280, -1.1022], [-2.0678, 0.0686, -1.6628], [-3.0240, -0.3929, -1.8614], [-2.9109, 1.8774, -0.8637], [-0.7668, 3.4435, 0.0513], [-0.6347, 3.1823, 1.4522], [-1.8522, 4.2603, -0.4003], [0.6712, 4.1641, -0.5169], [1.7135, 4.4953, 0.3249], [2.4435, 3.7831, 1.2409], [3.3920, 4.7417, 1.7030], [3.2321, 5.8894, 1.1022], [2.1822, 5.7572, 0.2451], [4.4553, 4.5341, 2.7165], [5.0271, 5.4497, 2.8308], [4.0107, 4.2652, 3.6734], [5.1179, 3.7276, 2.4073], [2.3316, 2.3639, 1.6744], [2.8512, 1.7021, 0.9801], [2.7821, 2.2463, 2.6570], [1.2852, 2.0773, 1.7285], [0.4457, 4.9223, -1.1459], [1.3310, 1.7314, -0.9593], [1.2507, -0.5346, -1.9670], [-1.9519, -2.2320, -2.5624], [0.2429, -4.9687, -2.8201], [-1.0381, -4.2327, -3.7970], [-0.2534, -5.6103, -0.3855], [-1.8428, -5.2317, 0.3152], [-3.1908, -3.4751, 0.2698], [-4.3446, -1.5244, 1.1596], [-3.0552, 0.4122, 2.0109], [-0.6071, 0.3494, 1.9837], [1.3466, -2.3788, 1.8501], [1.3769, -2.0014, 0.1382], [1.4408, -0.6877, 1.3349]],
  "mulliken_charge": [-1.334, 0.976, -0.181, -0.832, -0.998, -0.748, 0.910, -0.491, -0.824, -0.457, 0.258, 0.435, -0.999, 0.536, -0.631, -0.026, 0.724, -1.175, 0.217, 0.000, -0.998, -0.669, 0.339, 0.479, 1.274, -0.598, -0.756, -0.196, 0.111, 0.988, 0.003, -0.742, -0.254, -1.211, 0.358, 0.332, 0.323, -0.556, 0.291, 0.450, -0.209, 0.370, 0.559, 0.498, 0.245, 0.369, 0.370, 0.477, 0.399, 0.404, 0.416, 0.515, 0.395, 0.438, 0.296, 0.134]
}

Entry B
{
  "formula": "C22H25N3O5S",
  "method": "ωB97M-V/def2-TZVPD",
  "homo_lumo_gap_ev": 7.609,
  "e_homo_ev": -8.35,
  "species": ["C", "C", "C", "C", "O", "C", "C", "C", "C", "C", "C", "H", "H", "C", "O", "N", "C", "C", "C", "C", "C", "C", "H", "H", "S", "O", "O", "N", "C", "C", "C", "N", "O", "C", "H", "H", "H", "C", "H", "H", "H", "H", "H", "H", "H", "H", "H", "H", "H", "H", "H", "H", "H", "H", "H", "H"],
  "xyz": [[4.8634, -7.4101, 3.5801], [4.8346, -7.3174, 1.9871], [3.3865, -7.4172, 1.3332], [2.7304, -6.1285, 1.6176], [3.5434, -5.0597, 0.8672], [2.9275, -3.9718, 0.9291], [3.5849, -3.1051, 0.2439], [3.2964, -1.7194, -0.1381], [2.1625, -1.3094, 0.5724], [1.3881, -2.1317, 1.4572], [1.7252, -3.6604, 1.4048], [1.3264, -4.2776, 2.0590], [0.6842, -1.7263, 2.0985], [1.6377, 0.1116, 0.4584], [2.6403, 1.0478, 0.2000], [0.3297, 0.3197, 0.7894], [-0.2939, 1.7080, 0.7994], [0.3347, 2.8094, 0.5877], [-0.4345, 4.0619, 0.3383], [-1.8404, 3.8770, 0.6816], [-2.3235, 2.7578, 0.7682], [-1.7803, 1.3977, 0.8626], [-2.2843, 0.5653, 0.8882], [-3.6010, 2.6401, 1.0062], [-2.5638, 5.4665, 0.3139], [-4.0785, 5.3224, 0.9407], [-1.8680, 6.6473, 1.3304], [-2.6859, 5.8079, -1.2357], [-3.4625, 5.0617, -1.8160], [-4.1870, 5.5172, -2.9959], [-4.7441, 4.2357, -3.5788], [-4.2951, 3.3311, -2.6866], [-3.6530, 3.8356, -1.6963], [-5.5262, 4.0942, -4.5468], [-5.8541, 3.0015, -4.6177], [-5.2162, 4.2327, -5.6933], [-6.3908, 4.7349, -4.6735], [-4.4371, 6.7243, -3.5786], [-5.2839, 6.9671, -4.0466], [-3.9788, 7.4248, -3.0610], [-3.7374, 6.9089, -4.4786], [-2.6899, 6.6116, -1.1534], [0.1483, 4.9017, 0.4392], [1.4866, 2.8769, 0.5015], [-0.1411, -0.4987, 0.7235], [3.7016, -0.8601, -0.6486], [4.4386, -3.2899, -0.4224], [2.6796, -5.7210, 2.7787], [1.7127, -6.3170, 1.1466], [2.9365, -8.4564, 1.9610], [3.5382, -7.7232, 0.3171], [5.4130, -6.5442, 1.5514], [5.4058, -8.1689, 1.5135], [4.3623, -8.2260, 4.0581], [5.8624, -7.3538, 3.9831], [4.2698, -6.6066, 3.9790]],
  "mulliken_charge": [-1.182, -0.574, -0.667, -0.446, -0.350, 0.672, 0.265, -1.027, 0.556, -0.941, -1.060, 0.537, 0.636, 0.364, -0.738, -0.207, 0.285, -0.312, -0.982, 0.078, 0.761, -1.159, 0.586, 0.169, 0.939, -0.661, -0.678, 0.141, 0.457, 0.291, 0.958, -0.921, 0.224, -1.288, 0.345, 0.257, 0.326, -1.908, 0.419, 0.454, 0.314, 0.124, 0.447, 0.326, 0.410, 0.437, 0.315, 0.314, 0.332, 0.254, 0.363, 0.404, 0.334, 0.353, 0.347, 0.306]
}

Most stable: entry A. Least stable: entry B.